Formula: C30H49BClN3O5S
Source: OMol25
Level of theory: the ωB97M-V functional and the def2-TZVPD basis

Last column: Löwdin charge in e.
Cartesian coordinates (Å):
C -2.048 1.187 0.206  0.218
C -0.923 0.800 0.311  -0.107
N 0.264 0.073 0.509  -0.015
O 0.586 -0.708 -0.653  -0.043
C -0.166 -0.482 -1.830  -0.146
C 0.480 -1.358 -2.932  -0.320
C 2.007 -1.264 -2.967  -0.044
C -0.187 -1.067 -4.285  -0.370
C -1.666 -1.555 -4.289  -0.046
C 0.552 -1.742 -5.456  -0.077
C 1.415 1.074 0.781  -0.238
C 2.181 1.385 -0.536  -0.058
C 3.226 2.516 -0.553  -0.369
C 3.852 3.245 0.622  -0.028
N 3.629 2.906 -1.694  0.143
C 0.953 2.313 1.565  -0.021
C 0.605 3.630 0.846  -0.313
O 1.053 4.644 1.324  0.129
C -0.318 3.750 -0.338  -0.169
C 0.067 3.685 -1.676  -0.055
C -0.900 3.844 -2.658  -0.099
C -2.233 4.058 -2.344  -0.079
C -2.616 4.121 -1.002  -0.116
C -1.660 3.967 -0.012  -0.160
C 2.512 0.371 1.637  -0.123
O 2.615 -1.014 1.401  -0.057
C 1.454 -1.768 1.760  -0.223
C 1.530 -3.067 0.954  -0.081
C 1.221 -4.334 1.784  -0.229
O 0.365 -5.226 1.071  -0.055
C 0.117 -0.963 1.611  -0.187
C -0.232 -0.365 2.994  -0.372
S -1.983 0.109 3.175  0.959
C -2.230 0.175 4.974  -0.484
C -1.147 1.034 5.651  -0.147
B -1.110 -2.010 1.374  -0.589
O -1.282 -2.922 2.409  0.142
N -2.030 -2.065 0.239  -0.097
C -1.836 -3.243 -0.617  -0.076
C -3.454 -2.011 0.652  -0.055
H -3.022 1.552 -0.044  0.093
H -1.218 -0.766 -1.813  0.115
H -0.129 0.541 -2.230  0.131
H 0.235 -2.401 -2.682  0.130
H 2.476 -1.490 -2.008  0.074
H 2.420 -1.976 -3.685  0.076
H 2.320 -0.268 -3.303  0.090
H -0.150 0.016 -4.453  0.137
H -1.807 -2.278 -3.482  0.058
H -2.322 -0.700 -4.102  0.084
H -1.949 -2.002 -5.239  0.072
H 0.872 -2.763 -5.224  0.086
H 1.434 -1.180 -5.771  0.078
H -0.119 -1.796 -6.315  0.072
H 2.739 0.471 -0.751  0.123
H 1.481 1.605 -1.340  0.089
H 3.539 4.287 0.616  0.089
H 3.730 2.782 1.597  0.061
H 4.929 3.270 0.426  0.089
H 3.145 2.395 -2.435  0.053
H 1.750 2.567 2.265  0.123
H 0.096 2.112 2.221  0.125
H 1.108 3.554 -1.950  0.088
H -0.586 3.809 -3.698  0.099
H -2.953 4.195 -3.143  0.100
H -3.647 4.310 -0.740  0.065
H -1.966 4.017 1.094  -0.041
H 3.491 0.783 1.405  0.130
H 2.368 0.544 2.714  0.137
H 1.607 -2.055 2.807  0.160
H 1.014 -3.056 -0.006  0.105
H 2.586 -3.187 0.686  0.131
H 0.809 -4.053 2.759  0.110
H 2.154 -4.860 2.014  0.125
H 0.753 -6.101 1.138  0.092
H -0.063 -1.173 3.710  0.101
H 0.406 0.450 3.336  0.069
H -2.275 -0.840 5.375  0.074
H -3.210 0.632 5.115  0.079
H -1.009 1.947 5.069  0.074
H -1.475 1.281 6.661  0.076
H -0.209 0.476 5.676  0.061
H -1.312 -3.822 2.053  0.107
H -2.517 -3.224 -1.471  0.088
H -0.799 -3.348 -0.941  0.069
H -2.077 -4.173 -0.069  0.092
H -3.570 -1.884 1.727  0.065
H -3.951 -1.182 0.137  0.087
H -3.969 -2.916 0.316  0.087
Cl -3.824 4.175 1.972  -0.423

Calculated values
- strongest force on any atom (Eh/bohr) = 0.048
- multiplicity = 1
- E (eV) = -70640.2090

Formula: C17H35FN2O8PS
Source: OMol25
Level of theory: the ωB97M-V functional and the def2-TZVPD basis

Last column: natural (NBO) charge in e.
Cartesian coordinates (Å):
C 1.682 -2.529 1.558  -0.136
C 1.437 -1.922 0.403  -0.139
C 1.692 -1.165 -1.018  0.060
C 0.302 -0.330 -1.290  -0.635
C 1.791 -2.227 -2.272  0.084
C 2.049 -3.762 -1.784  -0.267
N 0.775 -4.507 -1.480  -0.623
C 0.938 -5.383 -0.269  -0.436
O 2.778 -1.783 -3.280  -0.527
C 4.127 -1.817 -2.730  -0.113
C 4.109 -1.166 -1.224  0.196
O 5.391 -0.535 -0.997  -0.530
C 6.315 -1.565 -0.539  -0.100
C 7.871 -1.047 -0.476  -0.629
N 2.916 -0.276 -0.979  -0.628
S 3.113 0.652 0.496  2.293
O 1.840 1.220 1.069  -0.747
O 4.049 1.836 0.260  -0.749
F 3.842 -0.244 1.754  -0.412
H 2.010 -3.216 2.436  0.310
H -0.535 -1.063 -1.642  0.260
H 0.493 0.406 -2.162  0.232
H -0.104 0.172 -0.337  0.276
H 0.780 -2.261 -2.853  0.254
H 2.510 -4.299 -2.716  0.224
H 2.853 -3.852 -0.955  0.190
H 0.020 -3.811 -1.361  0.360
H 0.397 -6.386 -0.501  0.226
H 0.453 -4.944 0.679  0.196
H 2.037 -5.638 -0.042  0.202
H 4.779 -1.142 -3.424  0.247
H 4.566 -2.900 -2.726  0.230
H 4.053 -2.066 -0.481  0.244
H 6.348 -2.509 -1.223  0.183
H 6.045 -1.970 0.520  0.192
H 8.026 -0.222 0.320  0.237
H 8.477 -1.981 -0.145  0.237
H 8.145 -0.682 -1.531  0.232
H 2.842 0.387 -1.780  0.506
O -6.294 2.046 2.295  -0.888
P -5.121 2.953 1.893  2.295
O -5.926 3.765 0.695  -0.782
C -6.788 4.833 1.054  -0.072
C -6.011 6.050 1.522  -0.634
O -4.426 1.797 0.910  -0.814
C -4.623 0.413 1.202  -0.062
C -5.780 -0.156 0.393  -0.634
O -3.783 3.965 1.528  -0.697
C -2.493 3.574 2.007  -0.079
C -1.774 2.635 1.047  -0.637
H -7.495 4.501 1.821  0.178
H -7.365 5.095 0.164  0.189
H -5.492 5.840 2.464  0.195
H -6.676 6.899 1.680  0.219
H -5.246 6.326 0.790  0.218
H -4.767 0.257 2.276  0.189
H -3.705 -0.121 0.935  0.158
H -6.659 0.492 0.404  0.235
H -6.067 -1.141 0.773  0.212
H -5.488 -0.264 -0.656  0.201
H -2.579 3.130 3.003  0.174
H -1.908 4.491 2.099  0.193
H -2.009 1.592 1.272  0.207
H -0.688 2.731 1.148  0.204
H -2.054 2.827 0.006  0.231

Calculated values
- strongest force on any atom (Eh/bohr) = 0.225
- total charge = +1
- multiplicity = 1
- E (eV) = -60379.9676

Formula: C33H32F4N7OS2SeSn
Source: OMol25
Level of theory: the ωB97M-V functional and the def2-TZVPD basis

Last column: natural (NBO) charge in e.
Cartesian coordinates (Å):
Sn 0.446 1.301 1.078  1.447
C 2.065 4.764 0.460  -0.632
C 2.289 4.259 1.877  -0.215
N 1.165 3.490 2.447  -0.500
C 1.607 2.966 3.758  -0.218
C 0.613 2.057 4.473  -0.615
C -0.059 4.306 2.552  -0.238
C -1.062 3.984 1.452  -0.233
N -1.356 2.553 1.465  -0.878
C -2.626 2.066 1.466  0.079
C -2.831 0.716 1.810  0.277
F -1.722 -0.015 2.148  -0.350
C -4.057 0.106 1.875  0.347
F -4.120 -1.184 2.242  -0.309
C -5.210 0.796 1.567  -0.385
C -5.051 2.119 1.210  0.356
F -6.131 2.837 0.880  -0.300
C -3.819 2.740 1.157  0.284
F -3.786 4.021 0.738  -0.319
H 2.998 5.188 0.085  0.221
H 1.306 5.546 0.422  0.210
H 1.763 3.952 -0.199  0.232
H 2.519 5.111 2.532  0.184
H 3.162 3.603 1.884  0.195
H 1.876 3.797 4.422  0.190
H 2.519 2.396 3.567  0.198
H -0.245 2.601 4.865  0.217
H 1.117 1.586 5.318  0.226
H 0.240 1.267 3.823  0.204
H 0.187 5.374 2.529  0.200
H -0.548 4.103 3.503  0.210
H -0.641 4.268 0.482  0.193
H -1.944 4.595 1.627  0.228
H -6.183 0.331 1.593  0.254
C -1.149 -1.627 -2.663  -0.698
C -0.552 -0.466 -1.903  0.367
N -0.371 -0.556 -0.610  -0.391
N -0.934 -1.681 -0.071  -0.240
C -0.582 -2.320 0.945  -0.072
S 1.004 -2.055 1.888  0.454
S -1.686 -3.402 1.778  0.348
C -0.802 -4.984 1.514  -0.554
C -0.927 -5.431 0.081  0.041
C -2.006 -6.222 -0.303  -0.225
C -2.180 -6.581 -1.631  -0.185
C -1.285 -6.140 -2.597  -0.207
C -0.219 -5.335 -2.228  -0.197
C -0.040 -4.987 -0.896  -0.262
C -0.173 0.714 -2.661  -0.197
C -0.450 0.720 -4.054  -0.150
C -0.078 1.743 -4.880  -0.269
C 0.621 2.833 -4.345  -0.145
C 0.874 2.889 -3.001  -0.286
C 0.459 1.865 -2.116  0.401
O 0.695 2.072 -0.847  -0.932
H -1.294 -2.490 -2.025  0.253
H -0.512 -1.914 -3.499  0.234
H -2.122 -1.331 -3.059  0.251
H -1.292 -5.679 2.193  0.252
H 0.231 -4.832 1.830  0.200
H -2.718 -6.552 0.445  0.220
H -3.020 -7.203 -1.913  0.227
H -1.424 -6.417 -3.634  0.225
H 0.472 -4.973 -2.979  0.214
H 0.796 -4.358 -0.618  0.177
H -0.999 -0.101 -4.490  0.214
H -0.311 1.706 -5.935  0.224
H 0.954 3.635 -4.992  0.223
H 1.389 3.732 -2.558  0.224
Se 3.049 -4.271 1.108  1.134
N 4.279 -3.895 -0.056  -0.550
C 4.049 -2.716 -0.598  0.136
C 4.847 -2.089 -1.606  -0.148
C 4.424 -0.893 -2.068  -0.238
C 3.246 -0.279 -1.513  0.168
N 2.528 -0.787 -0.551  -0.417
C 2.903 -1.997 -0.114  0.336
N 2.225 -2.668 0.825  -0.665
H 5.746 -2.576 -1.960  0.257
H 4.966 -0.379 -2.850  0.253
H 2.890 0.677 -1.891  0.236

Calculated values
- strongest force on any atom (Eh/bohr) = 0.015
- total charge = +1
- multiplicity = 1
- E (eV) = -150927.5727

Formula: C5H35O13
Source: OMol25
Level of theory: the ωB97M-V functional and the def2-TZVPD basis

Last column: natural (NBO) charge in e.
Cartesian coordinates (Å):
C -1.196 1.250 2.281  -0.084
O -0.381 2.026 1.306  -0.794
C -2.459 0.987 1.505  -0.387
C -2.260 0.402 0.111  -0.262
C -3.531 0.245 -0.701  -0.585
C -1.575 -0.901 0.126  -0.663
H -0.538 0.425 2.563  0.188
H -1.249 2.064 3.028  0.182
H -3.005 1.974 1.396  0.206
H -3.133 0.210 2.080  0.180
H -1.662 1.178 -0.288  0.239
H -3.547 -0.669 -1.372  0.207
H -4.424 0.122 -0.058  0.185
H -3.815 1.062 -1.102  0.193
H -1.812 -1.665 -0.587  0.208
H -1.591 -1.467 1.042  0.207
H -0.424 -0.678 0.103  0.256
H 1.619 -1.523 3.659  0.452
H 1.800 -2.727 2.922  0.483
O 1.183 -2.348 3.533  -0.941
H -2.210 -3.265 1.062  0.474
H -3.243 -2.312 1.741  0.468
O -2.671 -3.152 1.939  -0.936
H 0.608 -3.414 1.188  0.476
H 1.951 -3.303 0.431  0.479
O 1.458 -3.891 1.093  -0.956
H 3.341 -1.667 -1.311  0.476
H 2.633 -0.734 -0.343  0.510
O 2.409 -1.444 -1.021  -1.022
H -1.189 0.778 -2.981  0.494
H -1.750 2.087 -3.251  0.475
O -1.328 1.400 -3.756  -0.963
H 2.611 1.322 1.602  0.523
H 1.809 0.947 2.990  0.449
O 2.240 1.677 2.508  -1.030
H 1.410 -2.819 -1.144  0.485
H 1.127 -3.934 -2.066  0.448
O 0.813 -3.561 -1.322  -0.966
H 1.308 1.390 -2.030  0.474
H 1.697 -0.104 -1.489  0.496
O 0.965 0.600 -1.617  -1.023
H -0.398 3.897 -1.015  0.483
H 1.446 2.267 0.078  0.483
O 2.260 2.503 -0.449  -1.001
H 0.839 2.722 -1.434  0.510
H 0.334 2.509 1.846  0.500
O 0.118 3.403 -1.717  -1.035
H 3.955 -0.087 0.806  0.431
H 2.844 1.738 -0.226  0.514
O 3.237 0.276 0.505  -1.190
H 0.721 1.973 -3.746  0.492
H 1.128 0.731 -4.451  0.468
O 1.529 1.500 -3.965  -0.955

Calculated values
- strongest force on any atom (Eh/bohr) = 0.148
- ΔE to the lowest compared entry with this formula, charge and spin (kcal per mole) = 78.28
- total charge = -1
- multiplicity = 1
- E (eV) = -32369.1717

Which lowest unoccupied orbital energy belongs to each record? In order, -0.1; -5.6; -5.6; 2.7 eV.
Which HOMO-LUMO gap belongs to each record? In order, 0.2373; 0.2147; 0.1405; 0.3382 Eh.